[1]
C21H39BN4O7P | the ωB97M-V functional and the def2-TZVPD basis

Each line ends with the Mulliken charge.
Positions of all 73 atoms, in Å:
C (4.771, -1.578, 0.518)  -0.785
C (5.090, 0.005, 0.233)  -0.380
C (4.081, 1.062, 0.980)  -0.775
C (2.483, 0.796, 0.716)  -0.370
C (1.992, 1.162, -0.832)  -0.522
N (0.640, 0.491, -1.180)  0.556
N (-0.112, 0.195, -0.087)  -0.117
C (-1.430, -0.458, -0.302)  -0.217
C (-2.320, -0.786, 1.077)  0.084
C (-1.860, -2.218, 1.791)  -0.935
C (-1.980, 0.494, 2.098)  -0.631
C (-2.508, 1.882, 1.346)  -0.620
C (-2.039, -0.905, -1.795)  -0.182
B (-3.504, -1.631, -1.966)  0.683
O (-3.634, -3.059, -1.554)  -0.596
O (-4.711, -0.933, -2.467)  -0.503
C (-1.021, -0.503, -3.061)  0.035
N (-1.424, -0.859, -4.474)  -0.594
C (0.402, 0.280, -2.652)  0.317
P (1.525, 0.785, -4.105)  0.311
N (0.558, 1.229, -5.582)  -0.639
O (2.406, 2.284, -3.788)  -0.511
H (5.158, -1.964, 1.569)  0.272
H (5.392, -2.193, -0.291)  0.298
H (3.643, -1.881, 0.408)  0.121
H (6.180, 0.219, 0.654)  0.320
H (5.016, 0.203, -0.920)  0.239
H (4.327, 2.183, 0.665)  0.282
H (4.262, 0.983, 2.145)  0.338
H (1.850, 1.492, 1.438)  0.302
H (2.240, -0.318, 1.017)  0.134
H (1.855, 2.311, -1.010)  0.189
H (2.862, 0.779, -1.533)  0.291
H (-3.475, -0.736, 0.900)  0.351
H (-2.532, -3.097, 1.395)  0.333
H (-2.054, -2.151, 2.966)  0.330
H (-0.712, -2.409, 1.663)  0.102
H (-0.857, 0.536, 2.422)  0.189
H (-2.618, 0.426, 3.101)  0.427
H (-2.561, 2.766, 2.140)  0.255
H (-1.761, 2.237, 0.498)  0.088
H (-3.591, 1.710, 0.875)  0.243
H (-2.769, -3.318, -1.086)  0.312
H (-5.385, -1.667, -2.618)  0.336
H (-0.505, -1.098, -4.953)  0.346
H (-1.972, -1.744, -4.538)  0.312
H (-0.428, 1.456, -5.303)  0.307
H (0.957, 2.137, -5.963)  0.318
H (1.725, 2.872, -3.311)  0.348
O (-0.718, -4.477, 3.264)  -0.583
C (-0.268, -5.354, 2.545)  0.537
O (-0.803, -6.604, 2.430)  -0.358
C (0.037, -7.398, 1.593)  -0.444
C (0.820, -6.412, 0.766)  -0.549
C (0.965, -5.238, 1.702)  -0.075
H (0.683, -8.013, 2.228)  0.270
H (-0.578, -8.055, 0.970)  0.332
H (1.774, -6.810, 0.411)  0.331
H (0.231, -6.112, -0.110)  0.229
H (1.847, -5.335, 2.342)  0.292
H (0.984, -4.291, 1.158)  0.041
O (-0.455, 4.961, 3.124)  -0.588
C (-0.879, 5.517, 2.125)  0.413
O (-1.235, 4.870, 0.976)  -0.254
C (-1.579, 5.834, -0.017)  -0.412
C (-1.938, 7.082, 0.747)  -0.571
C (-1.042, 6.997, 1.957)  -0.333
H (-0.715, 5.983, -0.674)  0.268
H (-2.419, 5.465, -0.614)  0.318
H (-1.802, 7.997, 0.165)  0.332
H (-2.987, 7.034, 1.063)  0.271
H (-0.062, 7.445, 1.770)  0.260
H (-1.512, 7.444, 2.836)  0.281

Computed properties:
* LUMO level: -4.8211 eV
* F_max: 6.102 eV/Å
* total charge: +1

[2]
C21H39BaNP2 | the ωB97M-V functional and the def2-TZVPD basis

Each line ends with the Mulliken charge.
Positions of all 64 atoms, in Å:
P (0.066, -1.597, -5.394)  1.377
P (0.169, 2.345, -4.974)  0.821
C (0.018, -0.102, -6.404)  -1.208
C (0.941, 1.085, -6.013)  -1.094
H (-1.020, 0.245, -6.532)  0.389
H (0.325, -0.450, -7.406)  0.654
H (1.898, 0.753, -5.576)  0.428
H (1.219, 1.606, -6.945)  0.705
C (-0.817, 3.353, -6.113)  -1.417
H (-1.250, 4.210, -5.574)  0.417
H (-1.627, 2.740, -6.548)  0.374
H (-0.168, 3.723, -6.923)  0.465
C (1.561, 3.190, -4.235)  -1.357
H (1.862, 4.008, -4.915)  0.437
H (2.454, 2.550, -4.121)  0.349
H (1.330, 3.652, -3.264)  0.348
C (-1.219, -2.715, -6.021)  -1.644
H (-1.420, -3.547, -5.331)  0.427
H (-0.839, -3.103, -6.971)  0.543
H (-2.170, -2.210, -6.247)  0.493
C (1.691, -2.322, -5.773)  -1.416
H (2.466, -1.546, -5.861)  0.358
H (1.616, -2.860, -6.727)  0.443
H (1.995, -3.047, -5.005)  0.432
Ba (1.995, 1.371, -0.441)  1.585
C (-1.224, 1.525, -3.946)  0.428
C (-2.378, 0.775, -4.438)  -1.301
C (-2.882, -0.564, -4.098)  -0.091
C (-2.484, -1.322, -2.781)  -1.052
C (-1.221, -2.016, -2.840)  -1.388
C (-0.071, -1.544, -3.590)  0.250
C (0.533, -0.231, -2.918)  -0.261
C (-0.424, 0.954, -2.675)  -0.034
C (1.190, -0.998, 0.740)  -1.453
H (-1.617, 2.544, -3.663)  0.603
H (-3.133, 1.398, -5.010)  0.088
H (-2.561, -1.204, -4.953)  -0.676
H (-3.989, -0.657, -4.192)  0.633
H (-2.592, -0.640, -1.929)  -0.008
H (-3.240, -2.094, -2.611)  0.659
H (-1.018, -2.848, -2.147)  0.228
H (0.682, -2.347, -3.397)  0.469
H (1.406, 0.061, -3.515)  0.050
H (0.947, -0.539, -1.926)  0.231
H (-1.161, 0.630, -1.927)  -1.019
H (0.114, 1.840, -2.216)  0.661
H (2.132, -1.499, 1.015)  0.318
H (0.558, -1.659, 0.129)  0.315
H (0.644, -0.723, 1.656)  0.283
C (-2.186, 1.019, 1.016)  -0.587
C (-1.180, 1.767, 1.790)  0.154
C (-1.297, 2.273, 3.104)  -0.940
C (-0.041, 2.848, 3.435)  -0.637
C (0.778, 2.682, 2.293)  1.059
C (2.215, 2.997, 2.093)  -1.822
N (0.077, 2.038, 1.295)  -0.178
H (-1.724, 0.279, 0.346)  -0.137
H (-2.818, 1.689, 0.419)  0.258
H (-2.828, 0.474, 1.720)  0.357
H (-2.202, 2.172, 3.704)  0.398
H (0.272, 3.308, 4.376)  0.371
H (2.585, 3.571, 2.950)  0.274
H (2.834, 2.071, 2.077)  0.293
H (2.357, 3.624, 1.186)  0.294

Computed properties:
* LUMO level: -0.9256 eV
* F_max: 3.729 eV/Å
* energy relative to the best compared isomer or geometry (same formula, charge and spin): 143.1 kcal/mol

[3]
C21H39Br18ClGaN2S2 | the ωB97M-V functional and the def2-TZVPD basis

Each line ends with the Mulliken charge.
Positions of all 84 atoms, in Å:
C (3.966, 2.956, 4.479)  -0.863
C (3.795, 1.415, 3.857)  -0.363
C (3.260, 1.417, 2.307)  -0.229
C (1.728, 2.066, 2.137)  -0.550
N (0.859, 1.096, 1.377)  0.501
C (-0.390, 1.715, 0.806)  0.010
C (-0.883, 3.109, 1.504)  -0.775
C (-1.420, 2.938, 3.067)  -0.113
C (-3.006, 3.296, 3.269)  -0.739
Ga (-4.049, 1.622, 4.011)  0.259
N (-5.875, 1.814, 3.355)  -0.572
C (-3.140, -0.170, 3.422)  -0.414
C (-4.066, -0.891, 2.237)  -0.137
C (-3.942, 0.101, 0.912)  -0.559
Cl (-3.444, -2.626, 1.914)  -0.216
C (0.606, -0.194, 2.122)  -0.667
S (0.609, -0.418, 3.807)  -0.129
S (0.244, -1.719, 1.029)  0.274
C (1.418, -3.121, 1.442)  -0.588
C (0.651, -4.448, 2.025)  -0.161
C (-0.349, -4.173, 3.295)  -0.398
H (4.835, 2.963, 5.274)  0.296
H (2.971, 3.193, 5.061)  0.226
H (4.164, 3.734, 3.627)  0.208
H (3.085, 0.857, 4.611)  0.102
H (4.846, 0.854, 3.929)  0.345
H (3.341, 0.352, 1.827)  0.097
H (4.014, 2.107, 1.690)  0.136
H (1.905, 3.101, 1.584)  0.319
H (1.359, 2.327, 3.220)  0.145
H (-1.234, 0.872, 0.849)  -0.252
H (-0.197, 1.887, -0.357)  0.141
H (-1.846, 3.464, 0.893)  0.498
H (-0.115, 4.015, 1.385)  0.240
H (-0.813, 3.758, 3.688)  0.241
H (-1.088, 1.899, 3.491)  0.007
H (-3.529, 3.785, 2.343)  0.225
H (-3.078, 4.095, 4.151)  0.325
H (-4.105, 1.734, 5.634)  -0.415
H (-6.577, 1.591, 4.107)  0.185
H (-5.977, 1.153, 2.552)  0.130
H (-2.967, -0.860, 4.354)  0.346
H (-2.106, 0.059, 2.914)  -0.120
H (-5.169, -0.916, 2.629)  0.345
H (-3.439, 1.141, 1.155)  0.034
H (-5.037, 0.333, 0.551)  0.062
H (-3.295, -0.438, 0.082)  0.234
H (2.265, -2.807, 2.194)  0.334
H (1.947, -3.431, 0.426)  0.283
H (1.503, -5.179, 2.422)  0.303
H (0.083, -5.053, 1.185)  0.061
H (-1.241, -4.956, 3.235)  0.228
H (0.176, -4.314, 4.338)  0.234
H (-0.851, -3.113, 3.311)  -0.143
C (-6.098, -3.108, -1.433)  -0.054
Br (-5.078, -3.048, -3.088)  -0.019
Br (-6.922, -1.393, -1.028)  -0.008
Br (-7.401, -4.553, -1.438)  -0.038
H (-5.388, -3.321, -0.627)  0.105
C (-1.421, -4.949, -2.509)  -0.334
Br (-0.583, -6.701, -2.625)  -0.069
Br (-0.863, -3.984, -0.915)  0.218
Br (-1.137, -3.903, -4.125)  -0.047
H (-2.499, -5.115, -2.422)  0.273
C (4.995, 3.370, -1.790)  -0.175
Br (4.921, 5.306, -1.617)  -0.050
Br (6.672, 2.647, -1.121)  -0.026
Br (3.457, 2.510, -0.966)  0.111
H (4.953, 3.142, -2.860)  0.115
C (5.715, -0.668, -3.531)  -0.339
Br (4.628, -0.734, -1.919)  0.054
Br (5.587, -2.315, -4.558)  -0.090
Br (5.309, 0.895, -4.615)  0.023
H (6.758, -0.572, -3.209)  0.386
C (3.697, 0.700, -8.789)  -0.195
Br (4.949, 2.181, -8.940)  -0.035
Br (3.242, -0.043, -10.529)  -0.039
Br (4.337, -0.668, -7.563)  0.030
H (2.773, 1.104, -8.363)  0.233
C (-1.121, -0.173, -10.019)  -0.329
Br (-0.283, -1.925, -10.135)  0.001
Br (-0.563, 0.792, -8.425)  -0.005
Br (-0.837, 0.873, -11.635)  -0.018
H (-2.199, -0.339, -9.931)  0.348

Computed properties:
* LUMO level: 0.8033 eV
* F_max: 3.456 eV/Å
* total charge: -1

Number 1: HOMO energy -0.4443 Ha. Number 2: HOMO energy -0.1659 Ha. Number 3: HOMO energy -0.1686 Ha.